Entry from OMol25: a cluster of 3 separate species, C27H35ClFN3O10P in total at a distorted geometry (wB97M-V/def2-TZVPD).

Geometry as XYZ:
```
78
Properties=species:S:1:pos:R:3:forces:R:3:mulliken_charge:R:1
Cl -0.163 -4.752 1.041 -1.35 -0.42 0.76 -0.17
P -4.832 -0.641 -3.230 0.15 1.42 -2.00 0.38
F -1.182 2.395 3.302 0.55 -4.06 -3.80 -0.23
O -2.291 -1.855 -2.154 -0.38 -2.00 -1.00 -0.39
O -0.838 -1.718 -0.104 -2.16 2.94 1.19 -0.51
O 10.241 2.160 2.311 -0.93 -0.04 0.17 -0.54
O 3.404 1.963 -0.623 0.00 0.47 0.24 -0.62
O -0.277 1.918 1.118 -4.82 -3.75 7.23 -0.40
O 4.059 6.549 1.986 -0.06 -0.76 -0.43 -0.57
O -5.169 1.084 -3.484 -0.53 -2.20 2.64 -0.50
O 5.023 1.934 3.307 0.60 0.02 -0.14 -0.55
O -3.719 0.293 1.585 7.65 -4.34 -2.46 -0.52
O -1.923 0.496 -4.355 2.53 -1.47 7.88 -0.53
N -1.423 0.002 2.336 -0.86 1.07 -2.41 -0.18
N 0.072 -0.108 -3.042 -1.95 1.47 -1.10 0.31
N -2.802 -0.957 -1.253 -0.78 1.77 -0.11 0.80
C -5.167 -2.064 -0.730 -0.14 -0.79 0.52 -0.74
C -2.225 0.400 -1.710 1.42 2.87 -1.17 0.07
C 4.386 4.104 -0.578 0.20 0.39 0.03 -0.41
C 3.554 3.018 -0.023 -0.10 -0.55 -0.20 0.43
C 6.923 3.279 2.943 0.36 0.21 -0.10 -0.25
C -2.961 -2.843 0.601 -0.71 0.26 0.01 0.15
C -1.733 -4.872 2.029 -1.04 0.58 1.24 -0.12
C -6.474 -1.549 -3.585 -1.26 -0.87 0.49 -0.89
C 6.223 1.986 3.077 -0.68 -0.05 0.16 0.42
C -1.391 0.261 -3.154 -0.77 0.54 -5.98 -0.14
C 0.613 -0.760 -4.296 0.99 -1.45 -0.49 -0.84
C 7.028 0.758 2.923 0.40 -0.19 -0.09 -0.42
C 2.911 3.255 1.285 -0.08 0.33 0.32 -0.33
C 8.235 3.336 2.694 -0.44 0.26 0.07 -0.40
C 3.909 5.494 1.386 0.05 0.82 0.53 0.26
C 8.340 0.815 2.674 -0.42 -0.28 0.07 -0.34
C 0.811 1.210 -2.805 -0.14 1.32 1.61 -0.70
C 4.552 5.257 0.078 0.12 -0.28 -0.41 -0.38
C -2.392 -3.350 2.053 -0.22 -0.71 0.59 -0.69
C -4.302 -0.830 -1.370 -4.70 0.71 1.47 -0.28
C 3.077 4.408 1.941 -0.25 -0.45 -0.07 -0.34
C -4.589 -2.670 0.678 -0.18 -1.05 -0.49 -0.98
C -2.539 -0.334 1.324 -5.11 4.48 2.47 -0.04
C -2.770 -6.040 1.530 0.79 0.42 0.06 -0.83
C -2.290 -1.395 0.100 2.50 -2.40 2.86 0.08
C 9.040 2.108 2.540 1.07 0.04 -0.19 0.34
C -0.940 1.425 2.169 3.28 4.05 -3.65 0.41
H -1.583 -2.656 2.541 -1.63 -1.24 -1.09 0.00
H -3.877 -5.641 1.716 2.41 -1.14 -0.43 0.18
H 1.087 -0.012 -5.073 -1.38 -1.38 1.45 0.33
H -5.035 -3.773 0.773 0.97 2.40 -0.16 0.32
H 6.500 -0.183 3.024 -0.01 0.05 0.01 0.41
H -3.324 -3.409 2.792 2.03 0.23 -1.51 0.45
H -2.553 -6.263 0.402 -0.71 0.39 2.13 0.26
H -2.912 -2.633 -2.265 0.58 1.16 0.34 0.48
H -4.703 0.164 -0.844 1.57 -2.24 -0.68 0.54
H -6.213 -2.641 -3.978 -0.36 2.43 0.81 0.31
H 2.614 4.597 2.901 0.05 0.01 -0.02 0.45
H -1.441 -5.130 3.145 -0.37 0.72 -2.42 0.43
H -5.235 -2.955 -1.508 0.18 1.78 1.51 0.31
H -0.653 -0.701 2.291 -0.38 1.10 -0.11 0.42
H 1.510 -1.464 -3.944 -1.93 1.58 -0.68 0.32
H 5.160 6.063 -0.316 -0.03 0.00 0.04 0.46
H -0.312 -0.848 -0.042 -0.93 -1.70 -0.36 0.40
H -0.181 -1.468 -4.784 1.48 1.62 0.88 0.27
H -1.455 0.850 -0.954 -1.44 -1.17 -1.12 -0.15
H 8.763 4.277 2.593 0.02 -0.05 0.00 0.43
H 0.112 2.138 -3.050 1.56 -1.83 0.22 0.29
H -2.529 -7.013 2.160 -0.76 2.08 -1.44 0.34
H -7.168 -1.696 -2.646 1.09 0.45 -2.02 0.27
H -7.048 -0.988 -4.463 1.39 -1.05 2.02 0.33
H 6.318 4.170 3.057 -0.01 0.00 0.03 0.50
H -3.077 1.223 -1.837 1.77 -2.20 0.16 0.50
H -6.291 -1.727 -0.511 2.64 -0.46 -0.78 0.34
H -4.983 -2.088 1.618 1.11 -0.87 -1.94 0.38
H 2.304 2.449 1.678 0.09 0.04 -0.03 0.59
H 1.030 1.281 -1.635 0.03 -0.01 -2.66 0.11
H 4.849 3.915 -1.539 -0.01 -0.02 0.02 0.46
H 1.782 1.287 -3.461 -1.97 -0.30 1.58 0.37
H 8.945 -0.076 2.560 0.02 0.05 0.00 0.41
H -2.701 -3.663 -0.200 -0.33 1.73 1.43 0.36
H -5.710 1.444 -2.716 0.67 -0.47 -1.47 0.34
```
Forces are in eV/Å.

For the HOMO energy, the calculation gives -11.782 eV. The electronic energy is -78020.1109 eV. Its charge is +1.


Entry from OMol25: a cluster of 2 separate species, C4H5NO in total at a distorted geometry (wB97M-V/def2-TZVPD).

Geometry as XYZ:
```
11
Properties=species:S:1:pos:R:3:forces:R:3:mulliken_charge:R:1
O -0.002 1.946 1.437 -0.28 -0.86 -0.49 -0.38
N 1.279 0.042 0.265 0.02 -0.18 -0.21 -0.32
C 1.563 -0.841 -0.605 -0.18 0.21 0.17 -0.16
C -1.528 0.381 0.282 0.14 -0.20 -0.23 -0.35
C -0.410 1.056 0.808 0.50 0.65 0.51 0.74
C -1.411 -0.464 -0.796 -0.31 0.13 0.29 -0.72
H 2.576 -1.242 -0.718 -0.12 0.12 0.09 0.23
H -2.436 -0.758 -1.090 0.15 0.03 0.03 0.18
H 0.733 -1.176 -1.227 0.10 -0.01 0.01 0.25
H 2.070 0.341 0.839 -0.19 0.08 -0.04 0.23
H -2.434 0.716 0.804 0.16 0.02 -0.14 0.31
```
Forces are in eV/Å.

For the HOMO energy, the calculation gives -7.806 eV. The value obtained for the energy above the lowest of the compared OMol25 structures with the same formula, charge and spin is 4.634 eV. The electronic energy is -7761.8925 eV. Its charge is 0.


Entry from OMol25: an isolated molecule of C9H7NO at a distorted geometry (wB97M-V/def2-TZVPD).

Geometry as XYZ:
```
18
Properties=species:S:1:pos:R:3:forces:R:3:mulliken_charge:R:1
O 1.537 3.158 1.219 0.30 0.48 0.00 -0.43
N 0.176 1.406 1.842 -3.39 -4.13 1.59 -0.37
C -0.991 -0.640 1.919 -0.77 0.30 -1.22 -0.41
C 1.229 0.828 -0.688 -0.04 0.83 -1.05 -0.33
C -0.382 -1.218 -0.745 0.32 2.02 2.40 -0.49
C -0.214 0.293 1.146 -0.83 -1.94 1.58 0.60
C -1.483 -1.790 1.344 0.50 -1.55 -0.69 -0.29
C 1.352 1.216 -2.158 0.24 -2.66 -0.01 -0.79
C 0.919 2.197 1.412 4.04 4.74 -2.05 0.63
C 0.170 0.026 -0.187 -0.53 -1.22 0.01 0.25
C -1.074 -2.129 -0.005 -1.09 -0.21 -0.04 -0.49
H -1.409 -3.033 -0.594 0.15 0.92 1.27 0.28
H 0.693 2.070 -2.150 0.05 0.89 -0.15 0.24
H -2.121 -2.529 1.922 0.88 1.16 -0.72 0.31
H -0.274 -1.375 -1.749 0.72 -0.58 -2.49 0.38
H -1.349 -0.379 2.906 0.39 0.20 0.05 0.37
H 2.399 1.404 -2.571 -1.51 0.14 0.94 0.27
H 0.822 0.496 -2.862 0.58 0.61 0.57 0.26
```
Forces are in eV/Å.

For the HOMO energy (spin up / spin down), the calculation gives -8.025 / -8.035 eV. The value obtained for the energy above the lowest of the compared OMol25 structures with the same formula, charge and spin is 4.171 eV. The electronic energy is -12979.9975 eV. Its charge is 0.


Entry from OMol25: an isolated molecule of C4H8FN at a distorted geometry (wB97M-V/def2-TZVPD).

Geometry as XYZ:
```
14
Properties=species:S:1:pos:R:3:forces:R:3:mulliken_charge:R:1
F 1.785 -0.058 0.105 2.15 -0.81 0.56 -0.34
N -0.371 -0.751 2.016 1.12 -0.46 -0.47 -0.61
C 0.121 0.261 -1.618 -0.81 -1.19 -2.01 -0.66
C -0.367 -1.025 0.565 -0.07 1.77 0.32 -0.78
C 0.507 -0.061 -0.254 -2.28 0.80 0.89 0.81
C 0.066 1.334 -0.592 0.71 0.31 -0.30 -0.67
H -1.004 -0.017 2.273 -0.08 0.40 -0.07 0.24
H -0.833 -0.263 -1.785 0.38 0.53 -0.53 0.20
H -0.901 1.750 -0.372 0.08 0.33 0.41 0.28
H 0.080 -1.969 0.400 0.19 -1.38 -0.08 0.35
H -1.410 -1.017 0.180 0.76 -0.05 0.21 0.36
H 0.989 1.940 -0.698 -1.16 0.19 0.43 0.27
H 0.590 -0.487 2.295 -0.94 -0.17 -0.06 0.27
H 0.747 0.362 -2.515 -0.05 -0.26 0.71 0.28
```
Forces are in eV/Å.

For the HOMO energy, the calculation gives -9.378 eV. The value obtained for the energy above the lowest of the compared OMol25 structures with the same formula, charge and spin is 1.136 eV. As for the SMILES: NCC1(F)CC1. The electronic energy is -8483.9013 eV. Its charge is 0.


Entry from OMol25: a cluster of 2 separate species, C7H13NSi in total at a distorted geometry (wB97M-V/def2-TZVPD).

Geometry as XYZ:
```
22
Properties=species:S:1:pos:R:3:forces:R:3:mulliken_charge:R:1
Si -1.424 0.306 0.317 1.27 0.20 -1.97 0.30
N -0.130 -0.359 -0.464 -1.66 -0.13 1.30 -0.18
C 2.520 -2.764 0.495 -1.35 -1.29 -0.18 -0.80
C 1.470 2.263 -0.531 3.04 -5.41 -8.79 -0.82
C -3.080 -0.291 1.071 0.74 0.77 0.35 -1.11
C 2.248 2.266 -1.529 -0.98 0.32 1.23 -0.07
C 1.920 -1.596 0.202 -0.38 -1.99 -1.89 0.11
C -1.663 2.170 0.029 -1.45 -2.67 -0.16 -0.84
C 0.549 -1.664 -0.573 -0.70 0.83 1.71 -0.56
H -3.944 0.250 0.660 0.40 -0.05 -0.07 0.34
H 0.559 -1.963 -1.626 0.78 0.35 -0.02 0.28
H 2.403 -0.625 0.243 -0.15 -0.04 0.39 0.28
H -3.152 -0.242 2.167 0.21 0.06 -0.28 0.36
H -2.340 2.318 0.860 -0.40 1.04 -0.11 0.27
H 1.612 3.018 0.003 0.01 6.22 6.01 0.52
H 2.030 -3.786 0.287 0.23 1.87 0.15 0.18
H 3.448 -2.985 0.987 0.54 0.83 0.14 0.29
H -3.120 -1.305 0.786 -0.45 -1.42 -0.22 0.33
H -0.768 2.664 0.089 1.97 1.36 0.46 0.25
H -2.064 2.344 -0.976 -0.37 -0.04 0.42 0.29
H 2.982 2.451 -2.385 -1.68 -0.96 1.49 0.34
H -0.056 -2.470 -0.113 0.37 0.17 0.04 0.26
```
Forces are in eV/Å.

For the HOMO energy, the calculation gives -8.173 eV. The value obtained for the energy above the lowest of the compared OMol25 structures with the same formula, charge and spin is 7.881 eV. As for the SMILES: C=CCN=[Si](C)C.C#C. The electronic energy is -16830.8940 eV. Its charge is 0.


Entry from OMol25: a structure of composition C29H29AsF6N2O4P2V (wB97M-V/def2-TZVPD).

Geometry as XYZ:
```
74
Properties=species:S:1:pos:R:3:forces:R:3:mulliken_charge:R:1
As -2.677 3.775 0.618 0.20 -0.30 -0.13 2.04
V -0.569 1.938 -0.258 -0.13 -0.10 0.48 1.05
P 1.612 -0.557 0.260 -0.09 -0.18 0.17 0.84
P -1.669 -1.130 -0.704 0.04 -0.41 -0.04 0.57
F -0.907 4.011 0.228 0.04 0.08 0.08 -0.48
F -2.618 4.745 1.980 0.08 -0.03 0.02 -0.38
F -2.416 2.608 -0.847 -0.13 0.17 -0.07 -0.63
F -3.102 4.975 -0.479 0.06 -0.03 0.00 -0.43
F -1.927 2.374 1.473 -0.07 0.07 -0.02 -0.49
F -4.213 3.127 0.823 0.03 0.01 0.01 -0.43
O -0.246 3.408 -2.992 -0.05 0.07 -0.07 -0.52
O 1.050 -1.640 -0.745 -0.06 -0.20 0.03 -0.36
O -1.524 0.244 -0.050 0.12 0.31 -0.22 0.12
O 1.491 2.014 0.293 -0.27 0.22 0.00 -0.05
N 0.336 2.945 -1.859 -0.10 -0.23 0.15 0.73
N 1.060 0.829 -0.453 -0.05 0.30 -0.10 0.51
C 0.489 0.109 2.700 -0.01 0.04 0.03 -0.03
C -3.872 -0.089 -1.956 0.01 0.06 0.04 -0.55
C -1.653 -3.689 0.325 -0.02 -0.03 0.03 -0.45
C 6.123 -0.568 0.042 -0.01 0.00 0.03 -0.50
C 5.503 -0.756 1.269 0.01 -0.01 -0.02 -0.82
C 3.364 -0.598 0.187 0.08 -0.01 0.06 0.28
C 2.195 2.926 -0.498 0.01 0.22 -0.15 0.23
C -2.595 -4.252 2.461 0.03 -0.02 -0.02 -0.54
C -5.027 -1.165 -3.766 0.01 -0.01 0.01 -0.54
C 5.371 -0.392 -1.117 0.02 -0.01 0.02 -0.93
C -1.973 -4.640 1.280 -0.02 0.02 0.00 -0.73
C 2.226 4.321 -2.617 -0.01 -0.04 -0.03 -1.45
C -1.948 -2.346 0.564 0.09 -0.06 -0.17 0.94
C 3.992 -0.404 -1.049 -0.04 0.00 -0.07 -0.50
C 0.825 -2.460 3.717 -0.08 0.00 0.03 -0.92
C -3.075 -2.203 -2.828 0.00 -0.06 -0.03 -0.46
C 1.205 -2.186 2.416 0.03 -0.07 -0.04 -0.51
C -2.885 -2.916 2.698 0.02 0.01 0.04 -0.84
C 4.119 -0.773 1.349 0.02 0.02 0.01 -0.37
C 0.275 -1.456 4.507 -0.01 -0.03 -0.03 -0.63
C 1.039 -0.895 1.906 -0.03 0.08 -0.13 0.54
C -0.109 -1.541 -1.591 -0.02 0.13 0.06 -0.99
C -4.112 -2.211 -3.745 -0.01 0.03 0.00 -0.76
C -2.949 -1.134 -1.938 0.11 -0.03 0.01 1.05
C 1.570 3.370 -1.672 0.22 0.03 0.06 0.86
C 0.101 -0.176 4.001 0.03 0.01 -0.04 -0.72
C -4.911 -0.110 -2.873 0.00 0.00 -0.02 -0.82
C 3.442 3.444 0.110 0.04 -0.14 -0.04 -1.93
C -2.559 -1.957 1.753 -0.02 0.13 0.02 -0.32
H -2.386 -3.039 -2.811 0.01 0.01 0.02 0.27
H 1.623 5.225 -2.706 0.00 0.00 -0.01 0.36
H 6.094 -0.896 2.163 0.01 0.00 0.00 0.47
H 3.625 2.945 1.059 -0.01 0.01 0.01 0.35
H 4.301 3.261 -0.541 0.00 0.01 -0.01 0.44
H 2.295 3.877 -3.610 -0.01 0.01 -0.01 0.38
H 7.203 -0.562 -0.016 0.01 0.00 0.00 0.44
H -3.784 0.728 -1.251 -0.02 -0.02 -0.01 0.42
H 3.222 4.586 -2.277 0.00 0.01 0.00 0.46
H 1.638 -2.970 1.806 -0.02 0.01 -0.02 0.52
H -5.633 0.695 -2.883 0.00 0.00 0.00 0.47
H -2.782 -0.912 1.933 0.00 -0.03 0.00 0.36
H -2.859 -4.999 3.198 0.00 0.00 0.00 0.45
H -0.322 0.603 4.620 -0.01 0.00 0.00 0.49
H -0.187 -2.500 -2.099 -0.04 -0.01 0.02 0.67
H -1.750 -5.683 1.099 0.00 0.00 0.00 0.47
H -4.211 -3.034 -4.439 0.00 0.00 0.00 0.45
H -0.016 -1.675 5.526 0.00 0.00 0.00 0.44
H -1.184 -4.009 -0.598 0.01 0.01 0.00 0.29
H 3.635 -0.922 2.305 0.01 0.02 -0.02 0.40
H -5.841 -1.178 -4.479 0.00 0.00 -0.01 0.42
H 0.382 1.122 2.331 -0.02 -0.01 0.01 0.31
H -1.203 3.276 -2.894 0.05 -0.02 0.03 0.37
H -3.371 -2.620 3.617 0.00 0.00 0.00 0.47
H 0.957 -3.456 4.115 0.00 0.00 0.01 0.49
H 3.403 -0.275 -1.950 0.00 0.00 0.02 0.45
H 5.866 -0.255 -2.069 0.00 0.00 -0.01 0.46
H 3.380 4.520 0.283 0.00 0.01 -0.01 0.43
H 0.059 -0.775 -2.353 -0.06 0.01 0.01 0.35
```
Forces are in eV/Å.

The multiplicity is 4. For the HOMO energy (spin up / spin down), the calculation gives -14.338 / -14.605 eV. The value obtained for the energy above the lowest of the compared OMol25 structures with the same formula, charge and spin is 1.826 eV. The electronic energy is -163111.9681 eV. Its expectation value of S² is 3.79. Its charge is +2.